The following is a quantum chemistry calculation of a structure of composition C20H40AlK3O19P in a non-equilibrium geometry, from OMol25.

Last column: Mulliken charge in e.
Positions of all 84 atoms, in Å:
Al (-0.806, -0.295, -4.349)  1.266
K (1.324, 4.714, 0.312)  1.017
K (2.641, 3.232, -3.471)  1.087
K (-1.007, 4.709, -3.152)  1.037
P (0.297, 1.798, -2.444)  -1.287
O (-0.962, 1.007, -2.036)  0.061
O (-0.217, 2.354, -3.814)  -0.677
O (1.327, 0.833, -3.051)  0.053
O (0.870, 2.828, -1.475)  -0.044
C (-4.727, -0.152, -0.357)  -1.467
C (-3.382, -0.812, -0.611)  1.358
O (-3.672, -2.122, -1.098)  -0.304
C (-2.865, -2.699, -1.964)  0.798
O (-1.835, -2.205, -2.414)  -0.589
O (-3.260, -3.929, -2.087)  -0.332
C (-2.547, -4.745, -3.035)  -0.619
H (-4.770, 0.705, 0.316)  0.303
H (-5.325, -0.868, 0.212)  0.424
H (-5.199, 0.067, -1.314)  0.384
H (-2.889, -0.985, 0.359)  -0.212
H (-2.664, -0.240, -1.196)  -0.318
H (-2.802, -4.396, -4.036)  0.284
H (-2.822, -5.776, -2.870)  0.269
H (-1.475, -4.603, -2.909)  0.277
C (1.633, 2.209, 4.711)  -0.450
C (3.062, 2.546, 4.287)  -0.454
O (3.478, 1.690, 3.223)  -0.345
C (3.351, 2.092, 1.999)  0.878
O (2.891, 3.160, 1.635)  -0.665
O (3.889, 1.158, 1.218)  -0.346
C (3.880, 1.392, -0.182)  -0.420
H (1.338, 2.818, 5.567)  0.489
H (1.649, 1.180, 5.068)  0.210
H (0.935, 2.438, 3.909)  -0.164
H (3.697, 2.385, 5.155)  0.374
H (3.153, 3.611, 4.073)  0.279
H (3.307, 0.552, -0.588)  0.045
H (4.877, 1.299, -0.610)  0.469
H (3.418, 2.329, -0.474)  0.101
C (-0.005, -2.478, 5.881)  -1.287
C (-0.469, -2.501, 4.454)  -0.154
O (0.005, -1.308, 3.789)  -0.183
C (-0.018, -1.214, 2.489)  0.416
O (-0.362, -2.054, 1.706)  -0.610
O (0.433, -0.004, 2.132)  -0.058
C (0.151, 0.372, 0.782)  -0.251
H (1.086, -2.439, 5.938)  0.308
H (-0.315, -3.383, 6.397)  0.426
H (-0.354, -1.590, 6.407)  0.309
H (-1.559, -2.443, 4.435)  0.258
H (-0.143, -3.388, 3.915)  0.337
H (0.656, 1.325, 0.631)  -0.214
H (-0.930, 0.516, 0.756)  -0.181
H (0.566, -0.365, 0.095)  0.669
C (4.362, -1.538, -3.118)  -1.021
C (3.586, -0.952, -4.260)  0.739
O (3.315, -1.985, -5.241)  -0.276
C (2.125, -1.892, -5.810)  0.905
O (1.245, -1.059, -5.516)  -0.508
O (2.027, -2.803, -6.742)  -0.325
C (0.779, -2.927, -7.442)  -0.614
H (5.414, -1.725, -3.312)  0.382
H (3.882, -2.442, -2.741)  0.330
H (4.344, -0.862, -2.254)  0.102
H (4.162, -0.238, -4.862)  0.274
H (2.636, -0.492, -4.024)  -0.369
H (1.008, -3.514, -8.325)  0.254
H (0.380, -1.949, -7.691)  0.290
H (0.050, -3.505, -6.873)  0.273
C (-3.209, 0.425, 3.920)  -1.130
C (-2.244, 1.597, 3.839)  0.092
O (-2.258, 2.102, 2.480)  -0.179
C (-1.552, 3.199, 2.244)  0.583
O (-0.789, 3.727, 2.993)  -0.578
O (-1.675, 3.611, 0.969)  -0.338
C (-2.405, 2.883, -0.021)  0.762
H (-2.804, -0.455, 3.400)  0.068
H (-4.131, 0.664, 3.392)  0.349
H (-3.266, 0.061, 4.943)  0.427
H (-1.250, 1.195, 4.040)  -0.055
H (-2.560, 2.378, 4.525)  0.469
H (-2.243, 1.816, 0.071)  -0.432
H (-1.975, 3.332, -0.903)  -0.518
H (-3.488, 3.024, -0.001)  0.487

Atomic forces in eV per Å
Al 2.06 0.37 2.00
K -0.10 -0.19 0.96
K 0.83 -0.12 -0.36
K -0.54 0.35 -0.10
P 0.08 -0.96 -0.30
O -0.24 -0.72 -0.34
O -0.28 0.70 -0.47
O -0.05 -0.43 0.25
O -0.83 -0.01 -1.23
C -0.25 -0.47 0.04
C 0.13 0.53 1.94
O 0.12 0.32 -0.90
C -0.39 -0.09 1.75
O 0.68 0.86 -1.49
O 0.11 -0.58 -0.68
C 0.50 0.48 -0.31
H 0.69 0.28 -0.36
H -0.18 -0.17 -0.43
H -0.30 0.10 0.18
H 0.02 0.06 -0.20
H -0.27 -0.29 -0.49
H -0.18 -0.29 -0.06
H -0.21 0.01 0.05
H -0.03 -0.16 0.18
C 0.67 0.21 0.09
C -1.14 0.83 1.53
O 0.31 -0.14 0.27
C 0.61 0.01 0.49
O -0.36 0.10 -0.57
O 0.00 0.56 -0.41
C -0.31 -1.17 -0.49
H 0.17 0.14 -0.04
H -0.49 -0.14 -0.38
H -0.10 -0.46 0.03
H 0.42 -0.44 -0.39
H 0.13 -0.17 -0.63
H -0.12 0.26 -0.22
H 0.21 0.21 0.41
H -0.04 0.14 0.26
C 0.81 0.31 0.06
C -0.64 -0.18 -0.04
O 0.46 0.66 0.75
C 0.05 -0.48 -0.11
O -0.45 -0.38 -0.48
O 0.35 0.71 0.21
C 0.26 -0.04 0.79
H -0.01 -0.12 -0.10
H -0.20 0.04 0.02
H -0.26 -0.12 0.03
H -0.01 -0.20 -0.20
H 0.07 0.06 -0.09
H -0.03 0.04 0.08
H 0.11 -0.24 -0.70
H -0.45 -0.07 -0.14
C -0.16 0.16 0.91
C 0.67 0.33 -0.74
O -1.55 0.23 -0.34
C 0.94 -1.23 -0.15
O -1.34 0.47 0.55
O -0.29 0.44 0.49
C -0.25 -0.34 -0.31
H -0.08 -0.17 -0.35
H 0.08 -0.13 -0.22
H -0.05 0.15 -0.23
H 0.16 0.18 0.45
H 0.22 -0.13 0.53
H 0.05 0.21 -0.12
H 0.05 0.03 -0.15
H 0.15 0.11 0.30
C 0.76 -0.46 -1.01
C -0.14 -1.08 0.35
O -0.42 0.38 -0.37
C 0.04 -1.36 0.15
O 0.17 0.66 0.03
O 0.06 0.59 -0.12
C -0.28 0.02 0.62
H 0.13 0.26 -0.20
H -0.38 -0.01 0.70
H -0.63 0.45 0.14
H 0.14 0.58 0.20
H 0.33 0.20 -0.06
H 0.31 0.01 -0.30
H -0.17 -0.46 -0.69
H 0.12 0.43 0.27

Computed properties:
**Max |F|**: 2.89 eV/Å
**Total charge**: +3
**Kohn-Sham gap**: 0.1063 hartree
**LUMO**: -13.584 eV
**Energy relative to the best compared isomer or geometry (same formula, charge and spin)**: 0.0 kJ/mol
**Highest occupied orbital energy**: -0.6055 Ha

=====

The following is a quantum chemistry calculation of a structure of composition C2H23FHfO10 in a non-equilibrium geometry, from OMol25.

Last column: Mulliken charge in e.
Positions of all 37 atoms, in Å:
Hf (1.187, -13.148, 24.834)  2.003
F (1.908, -12.598, 26.846)  -0.468
C (5.156, -15.485, 24.203)  -0.534
C (4.475, -14.692, 25.318)  -0.336
O (3.174, -14.303, 25.050)  -0.031
H (6.185, -15.818, 24.317)  0.309
H (5.080, -14.873, 23.301)  0.085
H (4.537, -16.357, 23.967)  0.117
H (5.135, -13.811, 25.419)  0.543
H (4.672, -15.199, 26.277)  0.038
O (8.506, -14.420, 26.019)  -0.629
H (7.921, -15.176, 26.121)  0.282
H (9.194, -14.726, 25.422)  0.336
O (3.730, -14.278, 28.522)  -0.639
H (4.646, -14.560, 28.421)  0.378
H (3.494, -13.960, 27.651)  0.316
O (3.668, -17.167, 28.392)  -0.613
H (2.833, -17.625, 28.255)  0.278
H (3.499, -16.254, 28.121)  0.401
O (2.410, -17.602, 25.425)  -0.617
H (3.179, -17.721, 25.998)  0.364
H (2.547, -16.747, 25.013)  0.235
O (1.072, -15.148, 23.448)  -0.550
H (0.336, -15.782, 23.489)  0.389
H (1.705, -15.541, 22.823)  0.335
O (5.502, -14.622, 20.318)  -0.605
H (5.018, -14.783, 21.130)  0.282
H (5.569, -15.486, 19.899)  0.341
O (6.181, -15.666, 28.661)  -0.643
H (5.876, -16.502, 28.290)  0.292
H (7.130, -15.781, 28.777)  0.321
O (7.229, -17.604, 26.265)  -0.552
H (7.798, -18.357, 26.072)  0.294
H (6.368, -17.861, 25.924)  0.270
O (3.523, -19.024, 22.203)  -0.622
H (3.794, -19.108, 23.121)  0.305
H (3.521, -19.927, 21.870)  0.323

Atomic forces in eV per Å
Hf 8.53 -3.55 5.55
F -2.75 -0.92 -5.20
C -1.97 -0.21 -1.12
C 2.97 0.18 -0.41
O -5.05 2.42 -1.12
H 0.00 0.35 0.59
H 0.40 0.06 -0.03
H 0.21 -0.27 0.07
H -0.47 0.44 0.39
H -0.97 0.10 0.31
O -0.31 0.09 -0.14
H 0.11 -0.29 0.16
H 0.12 0.04 0.02
O -0.45 -0.34 -0.48
H 0.76 0.00 0.61
H -0.17 0.50 -0.01
O 0.12 -0.19 -0.87
H -0.05 -0.12 0.26
H -0.18 0.24 0.64
O -0.10 0.10 -0.13
H -0.03 -0.06 0.22
H 0.20 0.07 0.02
O -0.99 1.22 0.86
H -0.16 -0.12 -0.07
H 0.42 0.19 0.01
O -0.13 0.08 0.06
H 0.04 -0.12 0.02
H 0.08 -0.02 -0.11
O -0.23 0.04 -0.50
H 0.07 -0.26 0.31
H 0.08 0.16 0.03
O -0.16 0.27 -0.11
H 0.13 -0.02 0.07
H -0.01 -0.19 0.03
O -0.02 0.28 0.12
H -0.05 -0.14 0.05
H -0.02 -0.03 -0.11

Computed properties:
**Max |F|**: 10.78 eV/Å
**Total charge**: +2
**Kohn-Sham gap**: 0.1036 hartree
**LUMO**: -12.848 eV
**Energy relative to the best compared isomer or geometry (same formula, charge and spin)**: 0.0 kJ/mol
**Highest occupied orbital energy**: -0.5757 Ha

=====

The following is a quantum chemistry calculation of a cluster of 11 separate species, C5H32NO11 in total in a non-equilibrium geometry, from OMol25.

Last column: natural (NBO) charge in e.
Positions of all 49 atoms, in Å:
O (0.993, 0.169, 1.197)  -0.578
C (1.052, 0.472, 0.030)  0.497
C (0.229, -0.407, -0.933)  -0.223
C (-0.640, 0.460, -1.909)  -0.394
C (-1.264, -0.476, -3.007)  -0.427
C (-2.380, -1.472, -2.518)  -0.710
N (-0.550, -1.487, -0.278)  -0.773
H (1.702, 1.101, -0.494)  0.155
H (1.060, -0.959, -1.505)  0.268
H (0.099, 1.118, -2.427)  0.213
H (-1.410, 1.046, -1.474)  0.213
H (-1.707, 0.022, -3.855)  0.212
H (-0.450, -1.168, -3.320)  0.199
H (-3.183, -0.835, -2.118)  0.194
H (-2.184, -2.409, -2.041)  0.194
H (-2.873, -1.715, -3.504)  0.228
H (-0.317, -1.612, 0.695)  0.456
H (-1.540, -1.446, -0.533)  0.478
H (-0.263, -2.418, -0.664)  0.355
H (4.820, 1.939, -0.238)  0.467
H (4.613, 2.040, 1.272)  0.467
O (4.398, 1.503, 0.506)  -0.937
H (0.715, -0.950, 2.590)  0.492
H (1.052, -1.928, 3.678)  0.480
O (0.294, -1.559, 3.209)  -0.983
H (0.387, -3.065, -3.113)  0.344
H (1.625, -3.930, -2.801)  0.422
O (1.330, -3.009, -2.712)  -1.255
H (-4.189, -0.932, -0.258)  0.489
H (-4.174, -2.294, 0.490)  0.486
O (-3.591, -1.644, 0.045)  -0.968
H (1.174, 3.882, 1.962)  0.500
H (0.484, 5.138, 1.311)  0.483
O (0.637, 4.196, 1.228)  -0.974
H (3.885, -1.883, 2.823)  0.482
H (2.623, -2.643, 2.148)  0.486
O (2.937, -1.945, 2.734)  -0.984
H (-0.016, 3.588, -0.457)  0.492
H (0.428, 3.238, -1.801)  0.473
O (-0.112, 2.868, -1.092)  -0.968
H (-1.802, 2.555, 0.520)  0.487
H (-1.676, 3.268, 1.914)  0.483
O (-2.113, 2.553, 1.436)  -0.966
H (2.938, -1.878, -1.583)  0.491
H (3.854, -1.909, -0.291)  0.474
O (3.003, -1.628, -0.629)  -1.016
H (-4.075, 1.793, 1.542)  0.492
H (-4.819, 0.923, 2.527)  0.467
O (-4.740, 1.093, 1.582)  -0.965

Atomic forces in eV per Å
O 0.75 1.50 0.07
C -2.46 -4.06 0.45
C 0.90 1.04 -1.42
C 1.23 -2.31 -2.10
C 0.94 -1.96 1.68
C -1.50 2.38 -3.26
N 0.57 -0.52 -0.91
H 1.26 1.59 -0.16
H -1.34 0.86 0.36
H -0.74 -0.46 0.41
H -0.40 0.46 0.77
H 0.28 0.54 -0.16
H -0.27 0.83 -0.46
H 0.28 -0.60 0.65
H 0.31 -0.21 0.50
H 0.50 -0.44 0.89
H -0.40 0.57 1.08
H -0.24 0.21 1.02
H 0.23 0.02 -0.46
H 0.10 0.05 -0.07
H 0.05 0.05 0.05
O -0.16 -0.09 -0.01
H -0.04 0.16 0.11
H -0.07 0.01 0.00
O -0.21 -0.23 0.06
H 1.49 0.03 0.68
H 0.11 -0.14 0.14
O -1.50 0.14 -0.66
H 0.39 -0.46 0.49
H 0.56 0.65 -0.31
O -0.97 -0.24 0.36
H 0.00 0.16 0.02
H 0.24 0.16 0.38
O -0.30 -0.07 -0.25
H 0.22 -0.52 -0.43
H 0.71 0.01 -0.13
O -0.67 0.41 0.51
H 0.05 -0.17 0.68
H -0.12 -0.39 -0.38
O 0.25 1.24 0.02
H 0.16 0.19 0.33
H 0.13 -0.16 -0.42
O -0.36 -0.08 -0.01
H 0.18 -0.17 1.01
H 0.23 -0.06 -0.19
O -0.43 0.13 -0.83
H 0.23 -0.06 -0.09
H -0.03 -0.12 -0.11
O -0.11 0.13 0.11

Computed properties:
**Max |F|**: 4.77 eV/Å
**Multiplicity**: 2
**Kohn-Sham gap (alpha / beta)**: 0.0794 / 0.3526 hartree
**LUMO (alpha / beta)**: -0.347 / -0.393 eV
**Energy relative to the best compared isomer or geometry (same formula, charge and spin)**: 194.9 kJ/mol
**Highest occupied orbital energy (alpha / beta)**: -0.0921 / -0.3670 Ha

=====

The following is a quantum chemistry calculation of the molecule C6H6N2O in a non-equilibrium geometry, from OMol25.

Last column: natural (NBO) charge in e.
Positions of all 15 atoms, in Å:
C (-0.276, 2.027, 1.453)  -0.379
C (0.297, 1.211, 0.644)  -0.048
C (1.454, 1.288, -0.359)  -0.229
N (1.187, 0.304, -1.348)  -0.583
C (0.256, -0.546, -0.786)  0.025
C (-0.339, -1.809, -0.860)  -0.062
N (-1.265, -1.978, 0.065)  -0.115
O (-1.269, -0.821, 0.876)  -0.267
C (-0.366, -0.017, 0.327)  0.232
H (0.076, 3.030, 1.647)  0.199
H (-1.240, 1.719, 1.826)  0.209
H (1.529, 2.285, -0.783)  0.209
H (2.387, 1.070, 0.140)  0.198
H (1.986, -0.121, -1.811)  0.387
H (-0.197, -2.626, -1.560)  0.224

Atomic forces in eV per Å
C -0.77 2.66 1.58
C 0.09 -1.29 -1.57
C 0.18 1.47 1.36
N -0.01 -1.25 -1.68
C -1.39 -0.28 1.65
C -0.73 -0.69 -0.43
N 0.14 -0.09 0.29
O 0.38 -0.26 -1.05
C 1.92 -1.00 -1.67
H 0.00 0.03 0.19
H -0.01 0.19 0.52
H 0.00 0.17 -0.04
H 0.48 0.00 0.41
H -0.24 0.16 0.32
H -0.03 0.15 0.13

Computed properties:
**Max |F|**: 3.19 eV/Å
**Structure (SMILES)**: C=C1CNc2cnoc21
**Kohn-Sham gap**: 0.3109 hartree
**LUMO**: 0.686 eV
**Energy relative to the best compared isomer or geometry (same formula, charge and spin)**: 264.1 kJ/mol
**Highest occupied orbital energy**: -0.2857 Ha